Computed, not measured: C14H18N6O5PS2SeW as an isolated structure, with wB97M-V/def2-TZVPD.

Properties
2S+1 = 3
Total charge = +1
Energy relative to the best compared isomer or geometry (same formula, charge and spin) = 143.94 kJ/mol

Geometry (Å):
W (-1.27436, 0.03470, -1.78298)
C (-0.49073, -1.76571, 3.35049)
N (-1.15538, -1.66558, 2.05780)
C (-2.48878, -1.92628, 1.84717)
C (-2.76161, -1.57898, 0.55983)
N (-1.60161, -1.12980, -0.00839)
C (-0.64816, -1.15874, 0.92093)
P (1.12013, -0.70857, 0.67343)
C (1.21601, -1.68758, -0.86250)
N (0.36543, -1.45129, -1.85386)
C (0.63981, -2.33917, -2.86181)
C (1.68330, -3.11773, -2.46277)
N (2.03436, -2.69713, -1.20184)
C (3.10965, -3.24869, -0.38199)
C (1.18919, 0.85879, -0.27069)
N (0.51525, 1.12960, -1.38593)
C (0.91154, 2.35769, -1.83842)
C (1.87707, 2.81742, -0.99599)
N (2.03818, 1.86811, -0.01492)
C (2.96995, 1.95308, 1.10307)
H (-0.82973, -2.66635, 3.85536)
H (-0.72834, -0.88862, 3.95043)
H (0.58496, -1.82052, 3.20924)
H (-3.11910, -2.33909, 2.61495)
H (-3.68587, -1.61723, 0.00976)
H (0.07095, -2.35413, -3.77355)
H (2.19876, -3.92115, -2.95857)
H (3.53635, -4.09964, -0.90379)
H (2.71872, -3.58242, 0.57636)
H (3.88597, -2.50339, -0.22405)
H (0.47131, 2.80763, -2.71125)
H (2.45503, 3.72442, -1.01227)
H (3.27098, 2.98993, 1.22097)
H (3.85065, 1.34071, 0.91949)
H (2.46764, 1.62983, 2.01194)
C (-1.79017, 4.10294, 2.82083)
O (-2.04903, 3.52140, 1.53191)
C (-1.48120, 2.37615, 1.19488)
S (-0.42060, 1.59622, 2.22315)
S (-2.13524, 1.94860, -0.35328)
H (-2.39011, 5.00609, 2.84269)
H (-0.73222, 4.33570, 2.92358)
H (-2.08926, 3.41730, 3.61084)
O (-3.75310, 0.10497, -5.08235)
Se (-2.79907, 0.11424, -3.82197)
O (-1.48086, 1.13355, -3.67379)
O (-3.34978, 0.36016, -2.23963)
O (-1.92689, -1.26145, -3.35247)

***

Computed, not measured: C31H28N6OS2Tc as an isolated structure, with wB97M-V/def2-TZVPD.

Properties
2S+1 = 4
Total charge = +2
Energy relative to the best compared isomer or geometry (same formula, charge and spin) = 0.00 kJ/mol

Geometry (Å):
Tc (0.60124, 0.34427, 0.24102)
C (2.06485, 2.80111, -0.75860)
C (1.06507, 3.63636, 0.03387)
C (0.81054, 3.19317, 1.45320)
C (0.86939, 4.13018, 2.47369)
C (0.63401, 3.75118, 3.78375)
C (0.34940, 2.42211, 4.05245)
C (0.31365, 1.53531, 3.00055)
N (0.52500, 1.90135, 1.72085)
N (1.49672, 1.53127, -1.28588)
C (2.57458, 0.72311, -1.91856)
C (2.12208, -0.70289, -2.07143)
C (2.71211, -1.56474, -2.97662)
C (2.33904, -2.89924, -2.97830)
C (1.37378, -3.33208, -2.07920)
C (0.82000, -2.41727, -1.21041)
N (1.17792, -1.12120, -1.20386)
C (0.45876, 1.78394, -2.33487)
C (-0.92135, 1.92302, -1.76658)
C (-1.91545, 2.65872, -2.38363)
C (-3.16764, 2.72111, -1.79128)
C (-3.38194, 2.05884, -0.59097)
C (-2.34451, 1.33820, -0.03801)
N (-1.14002, 1.25699, -0.62170)
H (2.44503, 3.38487, -1.60207)
H (2.91182, 2.52952, -0.12765)
H (1.46100, 4.65049, 0.07678)
H (0.11547, 3.72201, -0.49919)
H (1.10745, 5.15711, 2.23396)
H (0.68492, 4.47951, 4.58192)
H (0.17506, 2.06990, 5.05869)
H (0.13261, 0.48304, 3.16266)
H (2.86291, 1.15487, -2.88052)
H (3.44748, 0.75013, -1.26478)
H (3.48184, -1.19934, -3.64278)
H (2.80778, -3.59684, -3.65908)
H (1.06935, -4.36782, -2.03445)
H (0.08509, -2.71609, -0.47625)
H (0.73552, 2.66263, -2.92193)
H (0.46014, 0.92806, -3.01318)
H (-1.70687, 3.18155, -3.30731)
H (-3.96211, 3.29101, -2.25411)
H (-4.33695, 2.09765, -0.08736)
H (-2.46318, 0.80826, 0.89636)
S (1.76560, -3.26711, 1.90401)
C (3.04472, -2.80682, 0.94633)
C (3.73499, -3.80881, 0.17120)
N (4.22066, -4.59847, -0.50753)
C (3.46578, -1.47859, 0.77026)
S (2.67988, -0.08003, 1.42320)
C (4.61127, -1.20730, -0.03599)
N (5.48944, -0.89623, -0.71423)
C (-1.46778, -2.07441, 3.25257)
C (-1.50349, -1.64586, 1.81841)
O (-0.57051, -0.93293, 1.41530)
C (-2.60105, -2.06403, 0.93978)
C (-3.73035, -2.68880, 1.47957)
C (-4.77302, -3.07618, 0.65542)
C (-4.69014, -2.86173, -0.71318)
C (-3.56865, -2.24774, -1.26307)
C (-2.53504, -1.84472, -0.44118)
H (-0.47440, -1.89624, 3.65609)
H (-1.73423, -3.12309, 3.36895)
H (-2.19299, -1.48591, 3.82262)
H (-3.80465, -2.86830, 2.54300)
H (-5.64562, -3.55344, 1.07910)
H (-5.49988, -3.17876, -1.35686)
H (-3.50574, -2.09322, -2.33190)
H (-1.66641, -1.36461, -0.87107)

***

Computed, not measured: a 5-piece molecular cluster, C20H35BO17P overall, with wB97M-V/def2-TZVPD.

Properties
Total charge = -1
Energy relative to the best compared isomer or geometry (same formula, charge and spin) = 0.00 kJ/mol

Geometry (Å):
C (-2.46993, -0.61187, 1.66536)
C (-2.01351, -1.68277, 2.63499)
O (-2.75032, -1.98746, 3.51269)
O (-0.86898, -2.32348, 2.51781)
C (0.24156, -1.55101, 1.91915)
B (0.92205, -0.41447, 2.89508)
C (0.57918, 1.15439, 2.46956)
P (0.94569, 1.55962, 0.75153)
O (-0.17555, 1.22941, -0.16638)
O (2.23473, 0.76192, 0.21298)
O (1.25193, 3.14549, 0.59938)
H (-2.47805, 0.37339, 2.12084)
H (-3.50859, -0.83767, 1.41693)
H (-1.92297, -0.58231, 0.72710)
H (1.01434, -2.29089, 1.71947)
H (-0.02370, -1.16653, 0.92841)
H (0.69773, -0.61269, 4.07843)
H (2.13257, -0.53658, 2.78462)
H (1.25590, 1.78594, 3.06218)
H (-0.43333, 1.46906, 2.73347)
H (1.99633, 0.45429, -0.67086)
H (0.42472, 3.63557, 0.74123)
C (-1.28480, 4.14545, -3.88337)
C (-1.62431, 4.78837, -2.56304)
C (-1.53647, 6.28970, -2.57794)
O (-1.25082, 6.59065, -1.20656)
C (-0.57646, 5.51540, -0.71176)
O (0.01283, 5.50524, 0.32233)
O (-0.65896, 4.46124, -1.55351)
H (-1.28360, 3.05906, -3.79145)
H (-2.00390, 4.43370, -4.65075)
H (-0.28423, 4.43393, -4.21115)
H (-2.60367, 4.44619, -2.21749)
H (-2.46408, 6.76195, -2.89528)
H (-0.71424, 6.66492, -3.19276)
C (0.87081, 8.49170, -6.25509)
C (-0.28793, 7.82219, -6.95318)
C (-1.30406, 8.78570, -7.51104)
O (-2.50050, 8.00167, -7.49271)
C (-2.37155, 7.11029, -6.47509)
O (-3.25847, 6.45952, -6.03174)
O (-1.08690, 7.06782, -6.02603)
H (1.52640, 7.74789, -5.80190)
H (1.45318, 9.09107, -6.95518)
H (0.51797, 9.13501, -5.44726)
H (0.07808, 7.13413, -7.72024)
H (-1.06862, 9.11477, -8.52085)
H (-1.45575, 9.66090, -6.87397)
C (2.11544, -5.99150, 5.88552)
C (2.79184, -5.11026, 4.86345)
C (2.27074, -3.69542, 4.82627)
O (2.53359, -3.31524, 3.47472)
C (2.48990, -4.44044, 2.73173)
O (2.43468, -4.47669, 1.54468)
O (2.50753, -5.55106, 3.52865)
H (2.47589, -7.01813, 5.80645)
H (2.30567, -5.63014, 6.89669)
H (1.03800, -6.02240, 5.71772)
H (3.87765, -5.13251, 5.00178)
H (2.78338, -3.03579, 5.52267)
H (1.19333, -3.62766, 4.99632)
C (0.35401, -6.99766, 1.20094)
C (0.31289, -8.44478, 1.62398)
C (-0.78337, -9.24669, 0.97158)
O (-1.02839, -10.27075, 1.94482)
C (-0.71623, -9.74060, 3.15860)
O (-1.00794, -10.23076, 4.20082)
O (-0.03211, -8.57879, 3.01621)
H (1.10696, -6.45614, 1.76348)
H (0.58179, -6.90724, 0.13861)
H (-0.60014, -6.50563, 1.39994)
H (1.29178, -8.90997, 1.47446)
H (-0.48446, -9.67878, 0.01880)
H (-1.70417, -8.67475, 0.83415)

***

Computed, not measured: a single C4H4Cl2O molecule, with wB97M-V/def2-TZVPD.

Properties
2S+1 = 3
Energy relative to the best compared isomer or geometry (same formula, charge and spin) = 197.36 kJ/mol

Geometry (Å):
C (1.61691, 0.50368, 0.40452)
C (2.80123, 0.07040, 0.14888)
C (-0.85144, -0.03652, -0.17330)
C (0.44957, -0.45298, 0.47783)
O (-0.60234, 0.03143, 1.19152)
Cl (4.07502, 1.22246, -0.02501)
Cl (3.22485, -1.63781, -0.00209)
H (1.38003, 1.48564, 0.11432)
H (-0.71501, 0.93344, -0.65068)
H (-1.62297, -0.80743, -0.57174)
H (0.69988, -1.48883, 0.43963)

***

Computed, not measured: C7H13N2 as an isolated structure, with wB97M-V/def2-TZVPD.

Properties
Total charge = +1
Energy relative to the best compared isomer or geometry (same formula, charge and spin) = 538.18 kJ/mol

Geometry (Å):
C (-0.31083, 0.09258, -0.52328)
C (2.93253, -1.50871, -0.35967)
C (2.15050, -0.88646, 0.48268)
C (1.01541, 0.62376, -0.25089)
C (1.49408, 1.95380, 0.07966)
C (-1.81391, 0.04200, 1.47276)
C (-2.55371, -0.31696, -0.91985)
N (0.43288, 0.41396, -1.61503)
N (-1.47115, -0.09076, 0.00793)
H (3.48730, -2.25906, 0.09382)
H (3.18330, -1.51451, -1.41289)
H (2.00132, -0.97347, 1.64003)
H (2.25256, 2.23469, -0.56759)
H (2.04650, 1.96310, 1.09190)
H (0.68918, 2.66788, 0.22929)
H (-2.68529, 0.62534, 1.41367)
H (-1.91297, -0.94371, 1.97114)
H (-1.01238, 0.47428, 2.00234)
H (-2.82638, -1.38719, -1.07946)
H (-3.35862, 0.26452, -0.47978)
H (-2.26681, 0.21077, -1.78549)
H (0.84758, -0.25582, -2.23830)

***

Computed, not measured: C32H37N10O2STi as an isolated structure, with wB97M-V/def2-TZVPD.

Properties
2S+1 = 3
Total charge = +1
Energy relative to the best compared isomer or geometry (same formula, charge and spin) = 5.39 kJ/mol

Geometry (Å):
Ti (-0.24206, -0.32167, 0.67446)
C (2.46376, -1.19402, -2.77450)
C (1.46718, -1.18795, -1.65641)
N (1.02575, -0.13497, -1.07445)
C (1.26269, 1.21611, -1.56977)
C (-0.08335, 1.93615, -1.53288)
N (-0.64053, 1.80263, -0.18670)
C (-2.01860, 2.26640, 0.02115)
C (-2.58993, 1.63123, 1.31088)
N (-1.50055, 0.98852, 2.05696)
C (-1.88278, 0.23798, 3.25973)
C (-2.33432, -1.16763, 2.89792)
N (-1.44616, -1.69515, 1.88178)
C (-1.49811, -2.96892, 1.52376)
C (-2.35736, -3.99970, 2.19543)
C (-0.66184, -3.31623, 0.43461)
C (-0.49075, -4.60615, -0.13627)
C (0.36707, -4.79566, -1.17746)
C (1.09058, -3.69054, -1.70724)
C (0.88155, -2.46019, -1.13736)
N (0.03109, -2.26395, -0.10596)
H (3.24553, -0.45966, -2.58396)
H (1.99028, -0.93801, -3.72512)
H (2.92841, -2.16827, -2.88558)
H (1.66075, 1.22104, -2.58626)
H (1.97850, 1.71288, -0.90893)
H (-0.77338, 1.46888, -2.24061)
H (0.04575, 2.98431, -1.82701)
H (-0.06822, 2.35850, 0.45215)
H (-2.61988, 1.98084, -0.84246)
H (-2.04450, 3.35772, 0.08571)
H (-3.33461, 0.87255, 1.06950)
H (-3.07862, 2.39152, 1.92801)
H (-0.85634, 1.73068, 2.33711)
H (-2.65267, 0.76298, 3.83520)
H (-0.98591, 0.18321, 3.87998)
H (-3.37093, -1.15926, 2.53253)
H (-2.33195, -1.77592, 3.80833)
H (-3.17586, -3.54455, 2.74725)
H (-1.78165, -4.60393, 2.90064)
H (-2.79473, -4.68136, 1.46636)
H (-1.04324, -5.44137, 0.27276)
H (0.50054, -5.77859, -1.60688)
H (1.77099, -3.82634, -2.53222)
N (5.53797, 4.96961, -1.64915)
C (4.65765, 4.46363, -0.71850)
C (3.30920, 4.82510, -0.73764)
C (2.42353, 4.27551, 0.17156)
C (2.86379, 3.35722, 1.11289)
C (4.20966, 3.00166, 1.15403)
C (5.09382, 3.54358, 0.24565)
S (1.72362, 2.60039, 2.22258)
O (2.24988, 2.63620, 3.55223)
O (0.44559, 3.26511, 1.96989)
N (1.46566, 1.10022, 1.70440)
C (2.21428, 0.03994, 2.10540)
N (1.51150, -1.08593, 1.88301)
C (2.06388, -2.25558, 2.18098)
C (3.32648, -2.31210, 2.74329)
C (3.97920, -1.09507, 2.91324)
N (3.45414, 0.07712, 2.58708)
H (5.27350, 5.82069, -2.11577)
H (6.51688, 4.92235, -1.42174)
H (2.95895, 5.55333, -1.45850)
H (1.38549, 4.58106, 0.16706)
H (4.55548, 2.30365, 1.90412)
H (6.14045, 3.26830, 0.28379)
H (1.47549, -3.13992, 1.96681)
H (3.78849, -3.24794, 3.01507)
H (4.98445, -1.06923, 3.32013)
N (-1.95887, -0.57620, -0.64127)
C (-2.84237, -0.69872, -1.36401)
C (-3.94583, -0.88148, -2.26186)
C (-5.07976, -0.08129, -2.12732)
C (-6.13634, -0.27234, -3.00064)
C (-6.05342, -1.24783, -3.98531)
C (-4.91974, -2.04146, -4.11018)
C (-3.85274, -1.86467, -3.24691)
H (-5.13022, 0.67119, -1.35267)
H (-7.02483, 0.33711, -2.91404)
H (-6.88287, -1.39282, -4.66383)
H (-4.86886, -2.79855, -4.87986)
H (-2.96480, -2.47597, -3.32816)

***

Computed, not measured: C9H11ClN2O3Os as an isolated structure, with wB97M-V/def2-TZVPD.

Properties
2S+1 = 5
Total charge = +2
Electronic energy = -33602.944 eV

Geometry (Å):
Cl (-1.97286, -0.04595, 0.07306)
C (1.02351, -1.51651, -2.40266)
C (1.79972, -0.32438, -2.18116)
C (0.93883, 0.80992, -2.42680)
H (2.85584, -0.29257, -1.95351)
C (-0.36717, 0.32770, -2.79221)
C (-0.32621, -1.11415, -2.71913)
H (-1.17383, -1.76585, -2.91502)
H (1.39346, -2.53557, -2.37275)
H (1.19895, 1.85804, -2.34722)
C (-1.57167, 1.16015, -3.07159)
Os (0.25971, -0.38232, -0.67767)
C (1.40458, 0.66432, 0.44838)
C (0.21525, -2.04528, 0.28123)
O (2.16949, 1.27014, 1.08068)
O (0.13474, -3.04751, 0.86630)
H (-1.51989, 2.10386, -2.52342)
H (-2.48534, 0.63458, -2.78435)
H (-1.64072, 1.39301, -4.13804)
N (0.70720, -0.26689, 3.82186)
C (-0.35127, 0.62446, 3.60588)
N (-1.43042, 0.39072, 4.44469)
O (-0.37441, 1.44183, 2.69188)
H (0.82025, -0.57217, 4.78319)
H (1.56201, 0.07003, 3.39359)
H (-2.06586, 1.18059, 4.47358)
H (-1.20390, -0.02022, 5.34121)

***

Computed, not measured: a 2-piece molecular cluster, C4H9N2 overall, with wB97M-V/def2-TZVPD.

Properties
Total charge = +1
Energy relative to the best compared isomer or geometry (same formula, charge and spin) = 261.59 kJ/mol

Geometry (Å):
C (-1.96546, -0.46215, -0.01632)
C (-1.36818, -1.40300, -0.45227)
C (-2.76128, 0.70035, 0.24271)
C (1.55071, -0.00620, -0.25941)
N (2.60641, 0.83453, -0.35875)
N (1.59101, -1.17734, 0.32016)
H (-2.51523, 1.14186, 1.10762)
H (-3.76355, 0.43935, 0.47520)
H (-2.76204, 1.28440, -0.58142)
H (0.71582, 0.17596, -0.88932)
H (2.49898, 1.78292, -0.86434)
H (3.54528, 0.60332, 0.09515)
H (2.41657, -1.45230, 0.93126)
H (0.68802, -1.65862, 0.32976)
H (-0.91511, -2.30160, -0.80751)